The following is a DFT calculation (wB97M-V/def2-TZVPD) of C21H37AlF5NSi as an isolated structure at a distorted geometry.

The HOMO-LUMO gap is 7.68 eV. Its lowest unoccupied orbital energy is -1.4794 eV.

Element x y z (Å)
1 C -3.937 -0.216 -3.879
2 Si -2.349 0.415 -2.987
3 C -1.361 1.392 -4.291
4 C -1.368 -1.054 -2.249
5 C -2.258 -2.286 -1.810
6 C -2.589 -2.351 -0.270
7 C -1.437 -3.053 0.593
8 C -0.917 -2.086 1.750
9 C 0.518 -1.533 1.370
10 C 0.799 -0.069 1.940
11 C 2.359 0.105 2.067
12 C 3.092 0.729 0.825
13 C 2.517 0.356 -0.598
14 C 3.252 -0.863 -1.332
15 C 3.959 -1.880 -0.379
16 F 3.039 -2.848 0.068
17 N 4.726 -1.265 0.744
18 C 4.594 0.219 0.860
19 C -2.984 1.479 -1.532
20 C -2.420 1.356 -0.189
21 C -2.860 2.091 0.986
22 C -3.978 3.031 0.815
23 C -4.539 3.196 -0.517
24 C -4.083 2.450 -1.695
25 H -3.705 -1.052 -4.582
26 H -4.448 0.659 -4.351
27 H -4.615 -0.558 -3.043
28 H -1.006 2.400 -3.964
29 H -1.994 1.494 -5.218
30 H -0.452 0.775 -4.552
31 H -0.711 -1.426 -3.096
32 H -0.657 -0.739 -1.437
33 H -3.221 -2.395 -2.366
34 H -1.654 -3.213 -2.042
35 H -3.527 -2.973 -0.178
36 H -2.811 -1.365 0.206
37 H -0.625 -3.318 -0.135
38 H -1.874 -3.955 1.088
39 H -0.777 -2.730 2.662
40 H -1.630 -1.257 1.983
41 H 1.263 -2.259 1.804
42 H 0.640 -1.577 0.257
43 H 0.340 0.720 1.276
44 H 0.287 0.047 2.934
45 H 2.787 -0.876 2.426
46 H 2.530 0.815 2.920
47 H 3.176 1.849 0.880
48 H 2.703 1.252 -1.259
49 H 1.421 0.166 -0.647
50 H 4.067 -0.395 -1.959
51 H 2.551 -1.343 -2.061
52 H 4.688 -2.460 -1.013
53 H 5.723 -1.457 0.556
54 H 4.511 -1.787 1.609
55 H 5.053 0.538 1.833
56 H 5.219 0.660 0.035
57 H -1.580 0.629 -0.055
58 H -2.379 1.906 1.979
59 H -4.344 3.577 1.716
60 H -5.392 3.914 -0.613
61 H -4.574 2.634 -2.682
62 F 1.616 2.389 4.573
63 Al 2.648 3.162 5.765
64 F 4.320 2.865 5.341
65 F 2.318 2.493 7.340
66 F 2.343 4.876 5.776